Record 1
Below is a structure of composition C33H31Ge2N6Zr, with properties calculated with ωB97M-V/def2-TZVPD.

Last column: Mulliken charge in e.
Element x y z (Å)
Zr1 -0.12 0.19 -0.14  -0.3006
C1 -0.32 -2.93 3.18  -0.6310
C2 -0.61 -1.77 2.45  -0.0933
N1 -0.22 -1.65 1.17  -0.0590
C3 0.43 -2.70 0.60  0.0618
C4 0.83 -3.78 1.41  -0.4472
N2 0.44 -3.87 2.66  -0.4307
C5 0.53 -2.66 -0.87  0.0338
C6 0.97 -3.67 -1.71  -0.3980
C7 0.79 -3.54 -3.11  0.8926
C8 0.03 -2.45 -3.57  -0.3359
C9 -0.42 -1.49 -2.67  0.1083
N3 -0.07 -1.55 -1.37  -0.2891
C10 -1.42 -0.42 -2.91  0.1574
C11 -2.26 -0.33 -4.03  -0.4302
N4 -3.26 0.52 -4.06  -0.4327
C12 -3.47 1.32 -3.04  -0.4324
C13 -2.62 1.30 -1.93  -0.3952
N5 -1.61 0.42 -1.86  0.3389
C14 1.36 -4.53 -4.04  0.6481
C15 0.80 -4.78 -5.30  -0.4734
C16 1.41 -5.70 -6.14  -0.5225
N6 2.47 -6.34 -5.74  0.1071
C17 3.04 -6.17 -4.58  -0.5472
C18 2.51 -5.26 -3.67  -0.4504
H1 -0.68 -3.09 4.18  0.4671
H2 -1.16 -0.94 2.90  0.5121
H3 1.44 -4.60 1.04  0.4194
H4 1.41 -4.56 -1.30  0.6776
H5 -0.21 -2.37 -4.62  0.5489
H6 -2.15 -0.96 -4.90  0.3841
H7 -4.33 1.98 -3.11  0.4401
H8 -2.74 2.00 -1.10  0.4937
H9 -0.11 -4.30 -5.64  0.5121
H10 1.04 -5.93 -7.13  0.4455
H11 3.93 -6.75 -4.37  0.4422
H12 3.01 -5.11 -2.73  0.5406
C19 3.40 2.97 1.05  -1.1982
Ge1 1.65 2.00 0.82  0.4567
C20 2.40 0.04 0.43  -1.4833
C21 1.21 2.29 -1.19  -0.9254
Ge2 -1.11 1.94 1.62  0.9303
C22 -1.47 3.90 1.52  0.8387
C23 -2.76 4.36 1.82  -0.4136
C24 -3.00 5.72 1.89  -0.6893
C25 -1.98 6.62 1.61  -0.5872
C26 -0.69 6.17 1.36  -0.8580
C27 -0.44 4.81 1.28  0.1292
C28 -0.98 1.41 3.54  -0.1046
C29 0.28 1.20 4.12  0.4143
C30 0.39 0.90 5.47  -0.8534
C31 -0.76 0.74 6.23  -0.5928
C32 -2.01 0.91 5.66  -0.7539
C33 -2.13 1.24 4.32  0.0760
H13 3.98 2.82 0.13  0.4548
H14 3.95 2.57 1.90  0.4516
H15 3.26 4.04 1.21  0.4620
H16 3.49 0.21 0.48  0.5824
H17 2.22 -0.35 -0.60  0.6362
H18 2.21 -0.72 1.20  0.4283
H19 2.03 1.93 -1.82  0.4938
H20 1.12 3.36 -1.39  0.4797
H21 0.25 1.84 -1.54  0.5248
H22 -3.56 3.66 2.03  0.3596
H23 -3.99 6.09 2.14  0.4286
H24 -2.19 7.68 1.58  0.4297
H25 0.12 6.87 1.21  0.4420
H26 0.58 4.46 1.08  0.0029
H27 1.19 1.35 3.53  0.0762
H28 1.37 0.79 5.91  0.4672
H29 -0.67 0.47 7.28  0.4622
H30 -2.90 0.79 6.26  0.4721
H31 -3.11 1.38 3.88  0.3975

Properties
DFT total energy = -157934.576 eV
Spin multiplicity = 2
Kohn-Sham gap (alpha / beta) = 4.64 / 3.37 eV
Total charge = +4
Relative energy (zero: lowest compared OMol25 entry of this formula, charge and spin) = 2.483 eV
Expectation value of S² = 0.7590

Record 2
Below is a structure of composition C33H31GeMoN7S, with properties calculated with ωB97M-V/def2-TZVPD.

Last column: Mulliken charge in e.
Element x y z (Å)
Mo1 0.74 0.04 0.64  -0.2517
N1 2.61 0.10 4.62  -0.3992
C1 2.07 -0.24 3.44  0.6099
S1 2.31 0.90 2.11  -0.3519
N2 1.42 -1.36 3.33  -1.5041
N3 0.95 -1.54 2.04  1.2194
C2 0.80 -2.77 1.66  0.4758
C3 1.06 -3.96 2.48  -0.4296
C4 0.40 -4.15 3.70  -0.0806
C5 0.63 -5.30 4.43  -0.8534
C6 1.53 -6.26 3.96  -0.4573
C7 2.20 -6.07 2.76  -0.9490
C8 1.95 -4.92 2.01  -0.0769
C9 0.34 -2.90 0.27  0.4172
C10 -0.05 -4.09 -0.31  -0.2860
C11 -0.57 -4.08 -1.60  -1.0741
C12 -0.69 -2.88 -2.27  -0.9403
C13 -0.25 -1.72 -1.66  -0.4780
N4 0.25 -1.72 -0.41  0.9922
H1 3.19 0.91 4.71  0.2186
H2 2.56 -0.55 5.39  0.2421
H3 -0.28 -3.40 4.07  0.4587
H4 0.12 -5.46 5.36  0.4252
H5 1.72 -7.15 4.54  0.4331
H6 2.91 -6.80 2.41  0.4254
H7 2.48 -4.78 1.08  0.5064
H8 0.04 -5.00 0.26  0.6635
H9 -0.88 -5.01 -2.06  0.4746
H10 -1.10 -2.83 -3.27  0.5323
H11 -0.29 -0.77 -2.17  0.4621
N5 0.21 8.07 -6.11  -0.4093
C14 0.30 7.18 -5.39  -0.2195
C15 0.40 6.06 -4.49  0.5673
C16 0.53 6.29 -3.12  -0.9564
C17 0.61 5.21 -2.26  -0.2148
C18 0.59 3.91 -2.75  -0.3080
C19 0.45 3.69 -4.12  -0.3877
C20 0.35 4.77 -4.99  -0.8728
C21 0.70 2.77 -1.82  0.6001
C22 1.53 1.73 -2.04  0.1219
C23 2.57 1.60 -3.04  -0.8647
C24 3.16 0.40 -2.86  -1.2922
C25 2.49 -0.23 -1.76  -0.1793
N6 1.55 0.54 -1.24  0.6183
C26 -0.12 2.79 -0.60  0.3434
C27 -1.33 3.56 -0.31  -0.4204
C28 -1.81 3.12 0.86  -1.1769
C29 -0.85 2.12 1.42  -0.0907
N7 0.15 2.00 0.38  0.1846
H12 0.57 7.30 -2.75  0.4873
H13 0.73 5.40 -1.20  0.6044
H14 0.37 2.68 -4.51  0.5762
H15 0.22 4.61 -6.05  0.4889
H16 2.82 2.35 -3.78  0.6862
H17 3.99 -0.02 -3.42  0.5117
H18 2.69 -1.22 -1.36  0.5018
H19 -1.75 4.31 -0.96  0.6719
H20 -2.68 3.49 1.38  0.5126
H21 -0.38 2.55 2.32  0.3933
C30 -2.83 -2.03 1.04  -1.1431
Ge1 -2.80 -0.10 0.86  0.5955
C31 -4.16 0.66 2.01  -1.2447
C32 -3.05 0.45 -0.99  -1.0849
C33 -1.07 0.60 1.60  -0.0737
H22 -3.86 -2.36 1.17  0.5133
H23 -2.26 -2.35 1.91  0.2824
H24 -2.44 -2.52 0.15  0.2699
H25 -5.14 0.29 1.70  0.4013
H26 -4.18 1.75 1.96  0.3568
H27 -4.00 0.36 3.04  0.4004
H28 -3.73 -0.25 -1.49  0.4667
H29 -2.12 0.48 -1.55  0.1453
H30 -3.50 1.44 -1.04  0.3668
H31 -1.09 0.30 2.65  0.8466

Properties
DFT total energy = -114347.521 eV
Spin multiplicity = 1
Kohn-Sham gap (alpha / beta) = 5.80 / 5.92 eV
Total charge = +2
Relative energy (zero: lowest compared OMol25 entry of this formula, charge and spin) = 0.000 eV

Record 3
Below is a structure of composition C33H31N2O2P2Re, with properties calculated with ωB97M-V/def2-TZVPD.

Last column: Mulliken charge in e.
Element x y z (Å)
Re1 -0.10 0.45 0.32  0.9447
C1 0.22 -0.70 -4.01  -1.1248
N1 0.12 -0.21 -2.64  0.5216
P1 -1.05 -0.69 -1.51  1.1850
C2 -1.14 -2.49 -1.47  0.5883
C3 -1.85 -3.20 -2.44  -0.4346
C4 -1.82 -4.58 -2.44  -0.8157
C5 -1.08 -5.26 -1.48  -0.5993
C6 -0.37 -4.56 -0.52  -1.1114
C7 -0.39 -3.18 -0.51  -0.1059
C8 -2.64 -0.14 -2.17  0.6398
C9 -2.72 0.93 -3.05  -0.5018
C10 -3.96 1.39 -3.47  -0.7826
C11 -5.12 0.80 -2.99  -0.6046
C12 -5.04 -0.26 -2.10  -0.7530
C13 -3.81 -0.74 -1.69  -0.6256
P2 1.42 0.30 -1.66  0.2194
C14 2.68 -0.99 -1.67  0.6166
C15 3.39 -1.33 -2.82  -0.2729
C16 4.28 -2.38 -2.80  -0.7452
C17 4.49 -3.10 -1.62  -0.5668
C18 3.80 -2.76 -0.47  -0.7059
C19 2.89 -1.71 -0.49  -0.4004
C20 2.14 1.73 -2.49  0.7717
C21 3.51 1.95 -2.48  -0.8284
C22 4.03 3.12 -3.03  -0.6994
C23 3.18 4.06 -3.58  -0.5119
C24 1.80 3.85 -3.58  -0.7551
C25 1.28 2.69 -3.03  -0.5169
H1 0.63 -1.71 -4.06  0.2964
H2 0.86 -0.03 -4.59  0.4114
H3 -0.77 -0.70 -4.47  0.4249
H4 -2.44 -2.67 -3.18  0.4618
H5 -2.38 -5.13 -3.19  0.4488
H6 -1.07 -6.34 -1.48  0.4269
H7 0.20 -5.09 0.23  0.4889
H8 0.17 -2.62 0.23  0.2780
H9 -1.82 1.40 -3.42  0.0854
H10 -4.02 2.22 -4.16  0.4641
H11 -6.09 1.16 -3.32  0.4029
H12 -5.95 -0.73 -1.73  0.4429
H13 -3.75 -1.57 -1.00  0.4882
H14 3.24 -0.76 -3.74  0.4569
H15 4.83 -2.65 -3.69  0.4290
H16 5.19 -3.91 -1.61  0.4246
H17 3.97 -3.31 0.45  0.4619
H18 2.35 -1.43 0.41  0.3347
H19 4.18 1.22 -2.04  0.4694
H20 5.10 3.29 -3.02  0.4316
H21 3.58 4.96 -4.02  0.4186
H22 1.14 4.58 -4.02  0.4523
H23 0.21 2.53 -3.00  0.2665
C26 0.42 4.44 0.65  -1.1048
C27 0.27 2.97 0.49  1.0019
O1 -0.58 2.47 -0.31  -0.7414
O2 0.97 2.14 1.15  -0.7437
H24 0.67 4.87 -0.32  0.2780
H25 1.20 4.67 1.37  0.3335
H26 -0.53 4.86 0.96  0.3346
N2 -0.97 -0.44 1.55  -0.2455
C28 -1.55 -1.37 2.38  0.5880
C29 -2.94 -1.39 2.56  -0.1858
C30 -3.51 -2.34 3.38  -0.7166
C31 -2.72 -3.26 4.05  -0.4142
C32 -1.34 -3.23 3.90  -0.7611
C33 -0.75 -2.30 3.06  -0.0557
H27 -3.54 -0.65 2.04  0.5122
H28 -4.59 -2.36 3.52  0.3911
H29 -3.17 -3.99 4.71  0.4101
H30 -0.72 -3.94 4.43  0.3969
H31 0.32 -2.25 2.93  0.4314

Properties
DFT total energy = -62503.744 eV
Spin multiplicity = 2
Kohn-Sham gap (alpha / beta) = 7.69 / 7.56 eV
Total charge = +1
Relative energy (zero: lowest compared OMol25 entry of this formula, charge and spin) = 0.000 eV
Expectation value of S² = 0.7580

Record 4
Below is a cluster of 2 separate species, C33H31N2S3 in total, with properties calculated with ωB97M-V/def2-TZVPD.

Last column: Mulliken charge in e.
Element x y z (Å)
C1 4.21 3.98 -2.89  -0.4610
C2 4.84 3.12 -1.99  -0.7522
C3 4.09 2.20 -1.25  -0.4231
C4 2.70 2.15 -1.40  -0.2452
C5 1.94 1.11 -0.56  -0.1251
C6 2.14 -0.28 -1.16  0.3516
C7 2.62 -1.31 -0.36  -0.1093
C8 2.95 -2.54 -0.93  -0.7558
C9 2.83 -2.73 -2.31  -0.5122
C10 2.34 -1.70 -3.11  -0.9925
C11 1.94 -0.49 -2.53  0.0205
C12 0.46 1.47 -0.31  -0.6624
C13 0.45 2.88 0.29  -1.0211
C14 -0.71 3.18 1.20  -0.8326
N1 -0.85 2.05 2.13  0.1417
C15 -1.50 2.17 3.36  0.2689
C16 -1.67 0.94 3.98  0.9129
C17 -2.32 0.86 5.22  -0.6271
C18 -2.76 2.05 5.83  -0.6518
C19 -2.55 3.29 5.21  -0.6521
C20 -1.90 3.36 3.96  -0.8730
S1 -1.02 -0.35 3.01  -0.1136
C21 -0.62 0.77 1.69  0.2726
N2 -0.18 0.43 0.53  0.4802
C22 2.07 2.98 -2.33  0.2775
C23 2.82 3.91 -3.06  -1.0159
H1 4.79 4.71 -3.45  0.3926
H2 5.92 3.15 -1.85  0.4039
H3 4.57 1.51 -0.56  0.3684
H4 2.42 1.10 0.43  0.7059
H5 2.73 -1.13 0.71  0.4095
H6 3.32 -3.34 -0.29  0.4420
H7 3.12 -3.68 -2.76  0.4110
H8 2.27 -1.82 -4.19  0.4610
H9 1.52 0.31 -3.13  0.4294
H10 -0.07 1.48 -1.28  0.2035
H11 1.39 3.03 0.84  0.4763
H12 0.45 3.60 -0.53  0.5359
H13 -0.50 4.08 1.78  0.4728
H14 -1.63 3.35 0.63  0.2515
H15 -2.46 -0.12 5.67  0.4135
H16 -3.28 2.00 6.78  0.3799
H17 -2.88 4.21 5.69  0.4018
H18 -1.70 4.31 3.46  0.3479
H19 0.99 2.92 -2.49  0.4423
H20 2.31 4.57 -3.76  0.3904
C24 -2.32 -2.44 -3.89  -0.4290
C25 -1.09 -2.82 -3.32  -0.8608
C26 -0.83 -2.52 -1.99  0.1220
C27 -1.78 -1.86 -1.20  0.3882
C28 -1.59 -1.79 0.23  0.1759
S2 -2.99 -1.69 1.20  0.0949
C29 -2.98 -3.37 1.97  -0.5207
C30 -2.19 -4.45 1.25  -0.6968
C31 -0.69 -4.17 1.26  -0.8172
S3 -0.19 -2.44 0.98  0.3628
C32 -2.99 -1.41 -1.80  -0.5711
C33 -3.25 -1.72 -3.13  -0.7855
H21 -2.55 -2.69 -4.93  0.4267
H22 -0.34 -3.35 -3.92  0.4780
H23 0.12 -2.80 -1.52  0.2205
H24 -2.68 -3.25 3.02  0.3188
H25 -4.06 -3.58 1.92  0.4694
H26 -2.35 -5.41 1.76  0.4176
H27 -2.56 -4.57 0.22  0.2663
H28 -0.25 -4.36 2.25  0.5711
H29 -0.15 -4.77 0.52  0.2749
H30 -3.71 -0.83 -1.23  0.4277
H31 -4.20 -1.41 -3.58  0.4271

Properties
DFT total energy = -70203.217 eV
Spin multiplicity = 1
Kohn-Sham gap = 5.29 eV
Total charge = +1
Relative energy (zero: lowest compared OMol25 entry of this formula, charge and spin) = 0.598 eV

Record 5
Below is a structure of composition C33H31N8NaOS2, with properties calculated with ωB97M-V/def2-TZVPD.

Last column: Mulliken charge in e.
Element x y z (Å)
Na1 0.62 -0.46 0.68  1.0133
S1 -0.11 -2.44 2.31  -0.6343
C1 -1.53 -2.76 1.37  0.2152
N1 -2.60 -3.37 1.83  -0.5434
N2 -2.57 -3.65 3.12  0.3478
C2 -3.64 -4.24 3.77  0.5011
C3 -4.77 -4.68 3.07  -0.2655
C4 -5.81 -5.28 3.76  -0.5006
C5 -5.75 -5.45 5.14  -0.5171
C6 -4.63 -5.00 5.83  -0.4777
C7 -3.59 -4.40 5.15  -0.4814
N3 -1.71 -2.48 0.04  -0.7139
N4 -0.89 -1.73 -0.55  0.5290
C8 -1.14 -1.60 -1.92  -0.3861
C9 -1.72 -2.60 -2.70  -0.3906
C10 -1.89 -2.41 -4.06  -0.5775
C11 -1.50 -1.23 -4.67  -0.7384
C12 -0.93 -0.22 -3.90  -0.2703
C13 -0.74 -0.41 -2.54  0.3652
H1 -1.74 -3.36 3.63  0.0900
H2 -4.81 -4.54 2.00  0.3959
H3 -6.69 -5.62 3.22  0.3407
H4 -6.57 -5.92 5.67  0.3606
H5 -4.58 -5.12 6.90  0.3341
H6 -2.71 -4.05 5.69  0.3457
H7 -2.03 -3.52 -2.21  0.4876
H8 -2.34 -3.20 -4.65  0.3759
H9 -1.62 -1.09 -5.74  0.4006
H10 -0.63 0.71 -4.37  0.4155
H11 -0.30 0.36 -1.92  0.1076
N5 0.59 2.65 3.80  -0.1777
C14 -0.71 3.03 3.55  -0.4882
C15 -1.12 2.25 2.51  -0.7094
N6 -0.11 1.41 2.12  0.2554
C16 0.91 1.66 2.91  0.0574
C17 2.20 1.00 2.86  0.0376
N7 2.48 -0.03 2.09  0.0659
C18 3.78 -0.35 2.35  -0.8430
C19 4.30 0.49 3.29  -0.3379
N8 3.29 1.36 3.60  -0.1875
H12 1.15 3.00 4.56  0.1638
H13 -1.20 3.80 4.12  0.4596
H14 -2.08 2.22 2.02  0.4555
H15 4.26 -1.18 1.86  0.4523
H16 5.27 0.56 3.75  0.4450
H17 3.36 2.10 4.27  0.1664
O1 1.43 1.05 -0.42  -0.2857
S2 2.22 2.28 -0.67  0.3283
C20 1.02 3.69 -0.52  -0.9790
C21 -0.07 3.67 -1.54  0.2322
C22 -0.07 4.56 -2.61  -0.3044
C23 -1.06 4.49 -3.58  -0.7254
C24 -2.06 3.53 -3.49  -0.4688
C25 -2.07 2.64 -2.43  -0.8138
C26 -1.09 2.72 -1.45  0.2335
C27 2.48 2.34 -2.49  -0.4768
C28 3.57 1.36 -2.82  0.0303
C29 3.31 0.00 -2.84  0.1166
C30 4.33 -0.91 -3.08  -0.9344
C31 5.62 -0.46 -3.32  -0.3830
C32 5.89 0.90 -3.31  -0.6516
C33 4.87 1.81 -3.06  -0.4355
H18 1.63 4.59 -0.58  0.6357
H19 0.63 3.57 0.49  0.1197
H20 0.71 5.31 -2.68  0.4032
H21 -1.05 5.19 -4.41  0.3965
H22 -2.82 3.47 -4.25  0.4144
H23 -2.84 1.89 -2.35  0.4188
H24 -1.10 2.02 -0.62  0.5370
H25 2.75 3.37 -2.74  0.6654
H26 1.52 2.08 -2.94  -0.0234
H27 2.30 -0.36 -2.67  0.4241
H28 4.11 -1.97 -3.09  0.4423
H29 6.42 -1.17 -3.50  0.3914
H30 6.89 1.26 -3.50  0.3835
H31 5.08 2.87 -3.06  0.3644

Properties
DFT total energy = -74779.692 eV
Spin multiplicity = 1
Kohn-Sham gap = 5.65 eV
Relative energy (zero: lowest compared OMol25 entry of this formula, charge and spin) = 0.341 eV

Record 6
Below is a structure of composition C33H32BrN5O3RuS, with properties calculated with ωB97M-V/def2-TZVPD.

Last column: Mulliken charge in e.
Element x y z (Å)
Ru1 -0.79 -0.03 -0.07  0.0380
N1 -1.80 0.80 -1.74  -0.2999
C1 -2.78 1.84 -1.41  -0.7039
C2 -4.02 1.25 -0.75  -0.5708
C3 -3.83 0.78 0.70  0.3931
O1 -4.74 0.95 1.50  -0.7080
O2 -2.72 0.18 0.97  -0.6267
H1 -1.05 1.19 -2.31  0.2318
H2 -2.24 0.06 -2.29  0.2511
H3 -3.08 2.38 -2.32  0.4242
H4 -2.29 2.56 -0.75  0.3550
H5 -4.36 0.39 -1.33  0.2518
H6 -4.83 1.98 -0.75  0.3095
C4 0.71 0.78 -0.88  -0.4578
C5 1.68 1.24 -1.53  0.3780
C6 2.70 1.80 -2.25  -0.0025
C7 3.97 2.14 -1.61  0.7101
C8 4.03 2.37 -0.22  -0.6213
C9 5.23 2.65 0.41  -0.5924
C10 6.42 2.70 -0.30  -0.5207
C11 6.38 2.47 -1.67  -0.8474
C12 5.19 2.19 -2.31  -0.1475
C13 2.49 2.10 -3.68  -0.2417
C14 3.05 3.23 -4.30  -0.3158
C15 2.79 3.53 -5.63  -0.7343
C16 1.96 2.71 -6.39  -0.5032
C17 1.40 1.59 -5.79  -0.6689
C18 1.66 1.29 -4.46  -0.1998
H7 3.11 2.34 0.34  0.5375
H8 5.23 2.82 1.48  0.3967
H9 7.35 2.92 0.20  0.3809
H10 7.30 2.50 -2.25  0.3669
H11 5.19 2.00 -3.38  0.5238
H12 3.68 3.89 -3.72  0.5036
H13 3.23 4.42 -6.07  0.3652
H14 1.76 2.94 -7.42  0.3727
H15 0.76 0.93 -6.37  0.4026
H16 1.23 0.41 -4.01  0.3513
C19 5.65 -1.68 -1.05  -0.8571
N2 4.74 -2.70 -0.59  -0.0701
C20 3.37 -2.66 -0.77  0.3034
N3 2.92 -1.71 -1.65  -0.2270
O3 2.64 -3.46 -0.20  -0.6318
H17 6.66 -1.96 -0.75  0.3097
H18 5.44 -0.69 -0.65  0.1642
H19 5.65 -1.62 -2.14  0.3208
H20 5.01 -3.29 0.18  0.2695
H21 3.50 -0.89 -1.79  0.2267
H22 1.95 -1.47 -1.58  0.0106
N4 -1.97 -1.64 2.63  -0.2910
C21 -0.63 -1.55 2.64  0.3065
N5 0.10 -0.92 1.76  0.2496
C22 1.46 -1.05 2.09  -1.7399
C23 2.53 -0.46 1.43  1.1028
C24 3.82 -0.66 1.91  -0.2843
C25 4.06 -1.46 3.02  -0.8511
C26 3.01 -2.05 3.69  -0.5751
C27 1.73 -1.83 3.22  1.0738
S1 0.24 -2.41 3.89  -0.4202
H23 -2.48 -0.92 2.09  0.3330
H24 -2.41 -2.02 3.45  0.2234
H25 2.35 0.15 0.56  -0.3074
H26 4.64 -0.18 1.40  0.3716
H27 5.08 -1.61 3.37  0.3966
H28 3.18 -2.67 4.56  0.3669
Br1 -0.59 -5.72 -3.63  -0.2691
C28 -0.59 -4.10 -2.63  -0.1469
C29 -0.82 -4.14 -1.27  -0.8096
C30 -0.81 -2.96 -0.54  -0.3519
C31 -0.58 -1.70 -1.14  1.1800
C32 -0.34 -1.73 -2.52  0.4511
C33 -0.34 -2.90 -3.27  -0.4515
H29 -0.99 -5.08 -0.77  0.4207
H30 -0.99 -3.02 0.52  0.2653
H31 -0.10 -0.81 -3.04  -0.3085
H32 -0.13 -2.88 -4.33  0.4648

Properties
DFT total energy = -131796.435 eV
Spin multiplicity = 2
Kohn-Sham gap (alpha / beta) = 5.72 / 6.11 eV
Total charge = -1
Relative energy (zero: lowest compared OMol25 entry of this formula, charge and spin) = 0.830 eV
Expectation value of S² = 0.8010